# C5H6O4

One molecule with the formula C5H6O4 at a distorted geometry (ωB97M-V/def2-TZVPD, OMol25).

Structure (XYZ):
```
15
Properties=species:S:1:pos:R:3
C -0.68 0.76 -0.20
C 0.03 -0.39 -0.09
C -1.90 -0.70 0.94
C -0.50 2.05 -0.92
C 2.05 -1.48 0.26
O -2.75 -1.20 1.60
O -1.93 0.52 0.37
O -0.69 -1.33 0.59
O 1.29 -0.45 -0.39
H 0.62 2.29 -0.97
H -1.11 2.97 -0.63
H -0.87 2.01 -2.05
H 1.78 -1.49 1.28
H 3.03 -1.12 0.24
H 1.63 -2.44 -0.04
```

Energy above the lowest of the compared OMol25 structures with the same formula, charge and spin in eV: 2.066
Kohn-Sham gap in eV: 8.8
HOMO in eV: -8.20
SMILES string: COc1oc(=O)oc1C
Max |F| in Eh/bohr: 0.0724
Multiplicity: 1
Molecular weight in g mol⁻¹: 130.10
Calculated total energy in Ha: -495.0288

=====

# C11H27BrN4O

C11H27BrN4O as an isolated structure at a distorted geometry (ωB97M-V/def2-TZVPD, OMol25).

Structure (XYZ):
```
44
Properties=species:S:1:pos:R:3
C 1.08 -2.30 1.95
C 1.41 -2.96 0.62
C 0.89 -2.23 -0.62
C 1.67 -0.97 -1.02
C 1.71 -0.90 -2.56
C 1.06 0.36 -0.54
C 2.23 1.27 -0.17
N 1.81 2.34 0.77
C 0.35 2.73 0.62
C -0.48 1.44 0.91
C -1.89 1.50 0.29
C -2.63 0.19 0.09
N -2.16 -0.54 -1.07
N -4.04 0.55 -0.16
N -2.59 -0.71 1.26
O 0.21 0.23 0.57
H 0.07 -1.92 1.91
H 1.15 -2.99 2.79
H 1.71 -1.42 2.11
H 2.48 -3.17 0.55
H 0.92 -3.94 0.62
H 1.02 -2.94 -1.44
H -0.17 -2.05 -0.54
H 2.70 -1.11 -0.69
H 0.69 -0.96 -2.92
H 2.08 0.08 -2.86
H 2.34 -1.67 -2.98
H 0.48 0.77 -1.36
H 2.99 0.68 0.31
H 2.63 1.68 -1.09
H 2.35 3.18 0.56
H 2.04 2.03 1.71
H 0.11 3.45 1.39
H 0.11 3.17 -0.40
H -0.62 1.40 2.00
H -1.82 2.00 -0.66
H -2.49 2.16 0.92
H -2.65 -1.42 -1.16
H -2.25 0.02 -1.90
H -4.47 -0.13 -0.76
H -4.54 0.57 0.72
H -2.24 -1.62 1.00
H -2.02 -0.36 2.01
Br -1.23 4.51 -0.76
```

Energy above the lowest of the compared OMol25 structures with the same formula, charge and spin in eV: 0.000
Kohn-Sham gap in eV: 6.8
HOMO in eV: -7.08
Max |F| in Eh/bohr: 0.0473
Multiplicity: 1
Molecular weight in g mol⁻¹: 311.27
Calculated total energy in Ha: -3303.5420

=====

# C8H10F6HgN3O3

C8H10F6HgN3O3 as an isolated structure at a distorted geometry (ωB97M-V/def2-TZVPD, OMol25).

Structure (XYZ):
```
31
Properties=species:S:1:pos:R:3
Hg 1.61 1.17 -1.53
C -1.54 -3.55 -1.79
N -1.21 -2.16 -2.09
C -0.84 -1.83 -3.45
C 0.14 -0.68 -3.25
O 0.65 -0.05 -4.14
N 0.35 -0.51 -1.86
C -0.44 -1.40 -1.28
N -0.49 -1.58 0.05
H -2.21 -3.94 -2.56
H -2.06 -3.64 -0.83
H -0.64 -4.17 -1.76
H -1.71 -1.48 -4.02
H -0.33 -2.65 -3.95
H 0.01 -0.83 0.53
H -1.43 -1.71 0.42
C -0.41 0.77 2.42
C 0.64 1.77 1.88
O 0.94 1.47 0.60
C 1.88 1.70 2.81
F 2.84 2.57 2.49
F 1.57 1.93 4.12
F 2.44 0.47 2.79
C 0.04 3.19 2.02
F -0.34 3.49 3.30
F 0.87 4.17 1.64
F -1.08 3.33 1.28
H -0.02 -0.25 2.39
H -1.32 0.80 1.82
H -0.68 0.97 3.46
O 2.79 2.62 -1.51
```

Kohn-Sham gap (spin up / spin down) in eV: 3.2 / 6.0
HOMO (spin up / spin down) in eV: 2.23 / -0.62
Net charge: -2
Max |F| in Eh/bohr: 0.0446
Multiplicity: 2
Molecular weight in g mol⁻¹: 510.76
Calculated total energy in Ha: -1453.3627

=====

# C38H35F5N11SSe2Sn

C38H35F5N11SSe2Sn as an isolated structure (ωB97M-V/def2-TZVPD, OMol25).

Structure (XYZ):
```
93
Properties=species:S:1:pos:R:3
Sn -0.55 -0.28 -0.36
N 0.22 -1.97 -3.60
C 0.43 -2.86 -2.56
C 1.22 -3.99 -2.83
C 1.46 -4.89 -1.83
C 0.91 -4.68 -0.56
C 0.17 -3.54 -0.38
N -0.06 -2.63 -1.35
C -0.86 -1.10 -3.84
C -1.04 -0.62 -5.14
C -2.11 0.21 -5.38
C -2.96 0.57 -4.34
C -2.67 0.06 -3.09
N -1.63 -0.74 -2.83
H 0.72 -2.21 -4.44
H 1.61 -4.15 -3.83
H 2.06 -5.77 -2.03
H 1.06 -5.38 0.25
H -0.27 -3.32 0.58
H -0.38 -0.92 -5.94
H -2.28 0.59 -6.38
H -3.81 1.21 -4.49
H -3.29 0.32 -2.23
Se 6.35 3.47 -3.89
N 6.09 1.91 -3.05
C 4.81 1.81 -2.84
C 4.19 0.67 -2.16
C 4.95 -0.41 -1.71
C 4.31 -1.46 -1.08
C 2.93 -1.39 -0.93
N 2.19 -0.37 -1.35
C 2.81 0.65 -1.97
C 1.96 1.77 -2.46
N 0.64 1.67 -2.28
C -0.13 2.66 -2.70
C 0.35 3.79 -3.35
C 1.71 3.90 -3.55
C 2.54 2.87 -3.10
C 3.99 2.91 -3.29
N 4.62 3.89 -3.88
H 6.02 -0.40 -1.86
H 4.86 -2.32 -0.72
H 2.40 -2.19 -0.42
H -1.20 2.55 -2.52
H -0.32 4.57 -3.68
H 2.15 4.75 -4.04
F -6.73 -4.86 -0.65
C -5.88 -3.93 -0.23
C -6.25 -2.59 -0.27
F -7.45 -2.25 -0.73
C -5.36 -1.63 0.16
F -5.76 -0.35 0.08
C -4.09 -1.94 0.64
Se -2.90 -0.59 1.25
C -3.77 -3.29 0.67
F -2.58 -3.70 1.14
C -4.64 -4.28 0.24
F -4.28 -5.56 0.29
C -1.05 -0.07 4.71
C 0.18 -0.96 4.60
N 1.29 -0.29 3.92
C 2.39 0.17 4.77
C 3.42 -0.91 5.04
C 1.31 -0.20 2.58
C 2.40 0.62 1.95
N 0.42 -0.75 1.81
H -1.85 -0.58 5.24
H -1.42 0.21 3.72
H -0.81 0.84 5.26
H -0.05 -1.90 4.11
H 0.54 -1.23 5.60
H 1.94 0.51 5.71
H 2.85 1.05 4.33
H 2.95 -1.79 5.50
H 4.19 -0.55 5.72
H 3.89 -1.23 4.11
H 2.44 1.61 2.38
H 2.21 0.72 0.89
H 3.38 0.14 2.08
H -0.31 -1.24 2.31
C -0.56 5.03 2.90
N -1.76 4.22 2.74
C -2.96 4.40 3.40
C -3.80 3.45 2.95
N -3.10 2.71 2.02
C -1.84 3.16 1.90
S -0.60 2.59 0.89
H -0.82 5.90 3.51
H -0.20 5.36 1.93
H 0.22 4.46 3.40
H -3.11 5.19 4.11
H -4.83 3.24 3.21
H -3.42 1.85 1.57
```

Energy above the lowest of the compared OMol25 structures with the same formula, charge and spin in eV: 0.677
Kohn-Sham gap in eV: 6.6
HOMO in eV: -9.28
Net charge: +1
Max |F| in Eh/bohr: 0.0073
Multiplicity: 1
Molecular weight in g mol⁻¹: 1049.46
Calculated total energy in Ha: -7985.9658

=====

# C4H7NO2

One molecule with the formula C4H7NO2 (ωB97M-V/def2-TZVPD, OMol25).

Structure (XYZ):
```
14
Properties=species:S:1:pos:R:3
C 2.36 -0.33 -0.60
N 1.32 0.65 -0.33
C 0.11 0.32 -0.31
C -1.01 1.24 0.10
O -2.19 0.53 -0.25
C -1.84 -0.82 -0.28
O -0.44 -0.90 -0.57
H 2.59 -0.38 -1.67
H 3.27 0.01 -0.09
H 2.11 -1.34 -0.25
H -0.99 2.19 -0.45
H -0.95 1.44 1.18
H -2.40 -1.31 -1.08
H -2.02 -1.32 0.68
```

Energy above the lowest of the compared OMol25 structures with the same formula, charge and spin in eV: 1.695
Kohn-Sham gap in eV: 10.7
HOMO in eV: -9.80
SMILES string: C/N=C1/COCO1
Max |F| in Eh/bohr: 0.0081
Multiplicity: 1
Molecular weight in g mol⁻¹: 101.10
Calculated total energy in Ha: -361.8186

=====

# C18H15CoN4O5S2

C18H15CoN4O5S2 as an isolated structure (ωB97M-V/def2-TZVPD, OMol25).

Structure (XYZ):
```
45
Properties=species:S:1:pos:R:3
Co -0.27 -1.42 -0.71
S -2.31 2.09 0.93
C -2.01 2.51 -0.72
C -2.34 3.70 -1.37
C -2.05 3.80 -2.72
C -1.46 2.73 -3.40
C -1.13 1.56 -2.76
C -1.38 1.46 -1.39
N -1.12 0.37 -0.56
C -1.58 0.56 0.65
C -1.51 -0.54 1.60
C -2.04 -0.52 2.89
C -2.00 -1.68 3.64
C -1.44 -2.84 3.09
C -0.90 -2.84 1.82
C -0.92 -1.68 1.06
H -2.82 4.51 -0.84
H -2.31 4.71 -3.25
H -1.28 2.82 -4.47
H -0.74 0.71 -3.31
H -2.49 0.38 3.29
H -2.41 -1.70 4.64
H -1.43 -3.75 3.68
H -0.46 -3.75 1.42
O -1.11 -3.29 -3.77
S -1.23 -2.16 -2.92
O 0.12 -1.45 -2.67
O -1.46 -2.59 -1.42
O -2.23 -1.18 -3.25
C 3.59 -0.89 2.90
N 3.08 -0.40 1.63
C 3.49 0.77 1.09
C 3.05 1.19 -0.11
C 2.07 0.38 -0.77
N 1.55 -0.70 -0.17
C 2.15 -1.22 0.96
O 1.91 -2.32 1.40
N 1.65 0.70 -1.99
H 4.43 -0.26 3.20
H 3.93 -1.92 2.78
H 2.82 -0.87 3.66
H 4.22 1.32 1.66
H 3.42 2.09 -0.57
H 1.96 1.55 -2.42
H 1.01 0.07 -2.48
```

Energy above the lowest of the compared OMol25 structures with the same formula, charge and spin in eV: 0.149
Kohn-Sham gap (spin up / spin down) in eV: 8.0 / 8.1
HOMO (spin up / spin down) in eV: -8.78 / -8.78
Max |F| in Eh/bohr: 0.0116
Multiplicity: 1
Molecular weight in g mol⁻¹: 490.41
Calculated total energy in Ha: -3469.3701

=====

# C2H6OSi

C2H6OSi as an isolated structure at a distorted geometry (ωB97M-V/def2-TZVPD, OMol25).

Structure (XYZ):
```
10
Properties=species:S:1:pos:R:3
C -0.82 0.97 0.99
C 0.30 -0.63 -1.38
O -0.89 2.17 0.98
Si 0.67 -0.07 0.53
H -1.84 0.45 1.09
H 0.19 0.20 -2.10
H 0.94 -1.34 -1.82
H -0.63 -1.13 -1.04
H 0.16 -1.38 1.83
H 1.93 0.75 0.92
```

Energy above the lowest of the compared OMol25 structures with the same formula, charge and spin in eV: 3.128
Kohn-Sham gap in eV: 9.7
HOMO in eV: -9.28
Max |F| in Eh/bohr: 0.0624
Multiplicity: 1
Molecular weight in g mol⁻¹: 74.15
Calculated total energy in Ha: -444.4361

=====

# C11H44O11

A 11-piece molecular cluster, C11H44O11 overall at a distorted geometry (ωB97M-V/def2-TZVPD, OMol25).

Structure (XYZ):
```
66
Properties=species:S:1:pos:R:3
C 0.95 -3.17 -1.84
O 0.16 -2.70 -2.93
H 0.56 -2.83 -0.87
H 1.00 -4.25 -1.86
H 1.94 -2.71 -1.90
H -0.64 -3.22 -2.96
C -1.41 -3.15 1.56
O -0.80 -4.39 1.95
H -2.34 -3.02 2.10
H -0.75 -2.31 1.76
H -1.63 -3.16 0.49
H -1.45 -5.08 1.79
C -2.48 0.21 -3.43
O -2.47 1.03 -4.58
H -2.89 -0.77 -3.65
H -1.49 0.04 -2.98
H -3.06 0.65 -2.61
H -2.26 1.92 -4.30
C 3.58 0.19 -1.52
O 4.39 0.46 -2.64
H 4.14 -0.27 -0.70
H 3.18 1.13 -1.10
H 2.77 -0.50 -1.73
H 3.78 0.78 -3.32
C -2.17 -1.39 4.79
O -2.03 -0.61 3.63
H -3.01 -2.09 4.70
H -1.30 -2.03 4.98
H -2.41 -0.77 5.65
H -1.09 -0.37 3.52
C 1.66 0.03 4.38
O 0.66 0.21 3.36
H 1.48 -0.89 4.92
H 2.65 -0.06 3.92
H 1.63 0.90 5.05
H 1.00 0.89 2.77
C 1.86 3.61 2.02
O 2.05 2.20 1.78
H 2.44 4.20 1.31
H 0.81 3.84 1.88
H 2.16 3.85 3.04
H 2.99 2.02 1.73
C -0.13 -0.06 -0.09
O 0.46 1.20 -0.35
H 0.63 -0.74 0.31
H -0.98 0.00 0.61
H -0.47 -0.52 -1.01
H 0.87 1.56 0.45
C -4.90 -1.26 1.81
O -3.70 -0.66 1.36
H -5.63 -1.14 1.00
H -4.76 -2.32 2.02
H -5.32 -0.73 2.67
H -3.08 -0.63 2.11
C 1.01 0.55 -4.26
O 2.26 1.25 -4.32
H 0.18 1.25 -4.39
H 0.98 -0.24 -5.02
H 0.84 0.12 -3.28
H 2.18 1.89 -5.03
C 1.48 3.94 -2.22
O 0.22 3.30 -2.19
H 2.27 3.20 -2.41
H 1.50 4.66 -3.04
H 1.65 4.50 -1.29
H 0.26 2.52 -1.61
```

Energy above the lowest of the compared OMol25 structures with the same formula, charge and spin in eV: 1.520
Kohn-Sham gap in eV: 9.9
HOMO in eV: -9.70
SMILES string: CO.CO.CO.CO.CO.CO.CO.CO.CO.CO.CO
Max |F| in Eh/bohr: 0.0227
Multiplicity: 1
Molecular weight in g mol⁻¹: 352.46
Calculated total energy in Ha: -1272.9554

=====

# C4H11NO4S

A 2-piece molecular cluster, C4H11NO4S overall at a distorted geometry (ωB97M-V/def2-TZVPD, OMol25).

Structure (XYZ):
```
21
Properties=species:S:1:pos:R:3
C 0.20 1.93 -1.08
C -1.45 -0.28 -0.21
C -1.13 -1.57 0.44
C 0.44 0.69 -0.14
N 0.92 0.93 1.12
O 0.99 -0.90 -2.25
O 2.78 0.17 -1.05
O -0.02 -1.54 1.29
O -2.21 -2.13 1.21
S 1.42 -0.72 -0.88
H -0.44 1.53 -2.03
H -0.35 2.77 -0.59
H 1.14 2.23 -1.47
H -2.00 0.37 0.46
H -1.70 -0.07 -1.18
H -0.95 -2.32 -0.49
H 0.92 1.95 1.49
H 3.05 0.56 -0.17
H 1.00 0.20 1.85
H 0.01 -2.35 1.86
H -2.61 -1.44 1.83
```

Energy above the lowest of the compared OMol25 structures with the same formula, charge and spin in eV: 2.950
Kohn-Sham gap in eV: 8.5
HOMO in eV: -8.04
Max |F| in Eh/bohr: 0.1202
Multiplicity: 1
Molecular weight in g mol⁻¹: 169.20
Calculated total energy in Ha: -912.7781

=====

# C6H7N

One molecule with the formula C6H7N at a distorted geometry (ωB97M-V/def2-TZVPD, OMol25).

Structure (XYZ):
```
14
Properties=species:S:1:pos:R:3
C -1.00 0.67 0.61
C -1.81 -0.44 0.75
N -1.13 -1.54 0.22
C 0.04 -1.05 -0.40
C 0.15 0.28 -0.04
C 1.23 1.17 -0.20
C 2.35 0.98 -0.87
H -1.20 1.83 0.81
H -2.69 -0.47 1.42
H -1.59 -2.45 0.05
H 0.70 -1.67 -0.95
H 1.22 2.19 0.24
H 3.16 1.62 -0.85
H 2.49 0.05 -1.41
```

Energy above the lowest of the compared OMol25 structures with the same formula, charge and spin in eV: 1.650
Kohn-Sham gap in eV: 9.0
HOMO in eV: -7.96
SMILES string: C=Cc1cc[nH]c1
Max |F| in Eh/bohr: 0.0600
Multiplicity: 1
Molecular weight in g mol⁻¹: 93.13
Calculated total energy in Ha: -287.5266

=====

# C28H30N3PtSb

C28H30N3PtSb as an isolated structure (ωB97M-V/def2-TZVPD, OMol25).

Structure (XYZ):
```
63
Properties=species:S:1:pos:R:3
Pt 0.10 1.06 -0.73
C 0.09 3.88 -2.20
C -0.01 4.12 -0.73
C -0.06 5.43 -0.24
C -0.14 5.67 1.11
C -0.17 4.58 1.97
C -0.12 3.30 1.44
N -0.03 3.07 0.11
Sb -0.14 1.65 2.83
C -1.63 0.45 1.83
C -2.28 -0.53 2.57
C -3.26 -1.29 1.94
C -3.58 -1.01 0.63
C -2.91 0.00 -0.05
C -3.25 0.35 -1.47
N -1.93 0.70 0.55
C 1.67 0.72 2.09
C 2.36 -0.14 2.93
C 3.54 -0.71 2.47
C 3.99 -0.36 1.21
C 3.25 0.52 0.43
C 3.69 0.92 -0.95
N 2.10 1.04 0.87
H -0.09 4.80 -2.75
H -0.62 3.11 -2.51
H 1.09 3.50 -2.45
H -0.03 6.25 -0.95
H -0.18 6.68 1.50
H -0.24 4.72 3.04
H -2.02 -0.71 3.60
H -3.76 -2.09 2.47
H -4.34 -1.58 0.11
H -4.07 -0.25 -1.84
H -2.36 0.20 -2.09
H -3.52 1.41 -1.53
H 1.98 -0.38 3.91
H 4.10 -1.40 3.08
H 4.91 -0.78 0.81
H 4.54 0.32 -1.29
H 3.98 1.98 -0.96
H 2.86 0.80 -1.64
C 1.41 -2.65 -2.35
C 0.07 -2.02 -1.91
C -0.99 -2.40 -2.96
C 0.20 -0.51 -1.93
C -0.28 -2.60 -0.55
C -1.23 -3.60 -0.39
C -1.48 -4.20 0.84
C -0.76 -3.81 1.96
C 0.20 -2.81 1.82
C 0.44 -2.22 0.59
H 1.69 -2.29 -3.35
H 1.34 -3.74 -2.39
H 2.21 -2.38 -1.66
H -0.76 -1.89 -3.90
H -1.99 -2.10 -2.64
H -1.00 -3.48 -3.16
H 0.41 -0.19 -2.96
H -1.81 -3.94 -1.24
H -2.23 -4.97 0.93
H -0.94 -4.27 2.92
H 0.78 -2.50 2.68
H 1.19 -1.44 0.49
```

Kohn-Sham gap (spin up / spin down) in eV: 5.6 / 7.5
HOMO (spin up / spin down) in eV: -5.24 / -7.10
Max |F| in Eh/bohr: 0.0093
Multiplicity: 3
Molecular weight in g mol⁻¹: 725.41
Calculated total energy in Ha: -1608.6738

=====

# C3H4O

C3H4O as an isolated structure at a distorted geometry (ωB97M-V/def2-TZVPD, OMol25).

Structure (XYZ):
```
8
Properties=species:S:1:pos:R:3
C 0.50 -0.30 -0.04
C -0.29 -1.29 -0.32
C 0.45 1.15 0.19
O 1.90 -0.04 0.03
H 0.10 -2.26 -0.34
H -1.35 -1.30 -0.30
H 0.81 1.98 -0.49
H 0.45 1.36 1.19
```

Energy above the lowest of the compared OMol25 structures with the same formula, charge and spin in eV: 2.681
Kohn-Sham gap in eV: 9.1
HOMO in eV: -9.29
Max |F| in Eh/bohr: 0.0980
Multiplicity: 1
Molecular weight in g mol⁻¹: 56.06
Calculated total energy in Ha: -191.8115